{
  "formula": "C52H76BBr2N4O6",
  "method": "ωB97M-V/def2-TZVPD",
  "symbols": ["C", "C", "Br", "C", "Br", "C", "C", "C", "C", "C", "C", "B", "N", "O", "C", "O", "C", "C", "C", "C", "C", "C", "C", "C", "C", "C", "C", "C", "C", "C", "C", "O", "H", "H", "H", "H", "H", "H", "H", "H", "H", "H", "H", "H", "H", "H", "H", "H", "H", "H", "H", "H", "H", "H", "C", "C", "C", "C", "C", "C", "N", "O", "C", "C", "C", "H", "H", "H", "H", "H", "H", "H", "H", "H", "H", "H", "H", "H", "H", "H", "H", "H", "H", "C", "C", "C", "C", "C", "C", "N", "O", "C", "C", "C", "H", "H", "H", "H", "H", "H", "H", "H", "H", "H", "H", "H", "H", "H", "H", "H", "H", "H", "C", "C", "C", "C", "C", "C", "N", "O", "C", "C", "C", "H", "H", "H", "H", "H", "H", "H", "H", "H", "H", "H", "H", "H", "H", "H", "H", "H", "H"],
  "positions_angstrom": [[-7.381, 6.323, 0.224], [-8.642, 6.683, -0.696], [-8.136, 7.961, -2.174], [-9.480, 5.396, -1.225], [-10.300, 5.906, -2.992], [-8.561, 4.106, -1.472], [-7.589, 4.201, -2.709], [-6.601, 3.056, -3.055], [-6.641, 1.806, -2.115], [-7.628, 1.687, -0.895], [-8.623, 2.833, -0.544], [-9.674, 2.715, 0.723], [-11.130, 2.854, 0.394], [-9.119, 2.464, 2.030], [-7.501, 0.323, -0.040], [-8.489, -0.319, 0.395], [-5.978, -0.160, 0.194], [-5.462, -0.734, 1.549], [-3.966, -1.128, 1.694], [-2.968, -0.946, 0.487], [-1.439, -1.346, 0.799], [-0.700, 0.044, 1.203], [-1.246, 0.683, 2.559], [-0.854, 0.093, 3.966], [-1.376, 0.684, 5.312], [-2.306, 1.955, 5.360], [-2.659, 2.572, 3.976], [-2.171, 1.953, 2.624], [-3.461, -0.413, -0.897], [-4.976, -0.023, -1.014], [-5.612, 0.585, -2.369], [-5.372, 0.141, -3.516], [-7.645, 5.972, 1.280], [-6.787, 7.307, 0.360], [-6.646, 5.583, -0.248], [-9.371, 7.288, -0.036], [-10.355, 5.227, -0.517], [-7.569, 5.142, -3.375], [-5.872, 3.101, -3.938], [-11.533, 3.740, 0.735], [-11.698, 2.101, 0.828], [-9.340, 3.236, 2.600], [-6.166, -0.867, 2.445], [-3.592, -1.552, 2.692], [-1.359, -2.095, 1.675], [-0.938, -1.749, -0.151], [-0.741, 0.832, 0.370], [0.427, -0.166, 1.370], [-0.157, -0.806, 3.991], [-1.089, 0.200, 6.314], [-2.660, 2.388, 6.365], [-3.309, 3.523, 3.992], [-2.505, 2.499, 1.680], [-2.739, -0.312, -1.789], [-2.097, 8.881, -4.986], [-1.549, 7.450, -4.762], [-2.272, 6.479, -5.719], [-3.728, 6.255, -5.329], [-3.842, 5.794, -3.880], [-3.059, 6.655, -2.863], [-1.693, 7.044, -3.329], [-0.869, 5.979, -3.123], [-3.852, 7.935, -2.511], [-3.043, 5.870, -1.520], [-0.063, 7.570, -5.191], [-1.773, 9.273, -5.955], [-3.183, 8.939, -5.011], [-1.731, 9.570, -4.219], [-1.757, 5.512, -5.733], [-2.228, 6.858, -6.745], [-4.318, 7.164, -5.483], [-4.166, 5.497, -5.985], [-4.900, 5.757, -3.603], [-3.480, 4.758, -3.834], [-3.271, 8.586, -1.851], [-4.779, 7.689, -1.983], [-4.162, 8.516, -3.377], [-2.625, 4.866, -1.628], [-4.059, 5.738, -1.136], [-2.468, 6.401, -0.755], [0.476, 8.267, -4.542], [0.016, 7.945, -6.215], [0.462, 6.611, -5.177], [6.253, -2.228, -0.179], [4.944, -1.562, 0.311], [5.293, -0.283, 1.100], [5.940, -0.588, 2.446], [5.068, -1.527, 3.271], [4.584, -2.789, 2.521], [4.131, -2.522, 1.121], [2.864, -2.027, 1.188], [5.698, -3.862, 2.490], [3.485, -3.450, 3.402], [4.235, -1.163, -1.009], [6.723, -1.627, -0.964], [7.015, -2.322, 0.592], [6.061, -3.219, -0.600], [4.390, 0.314, 1.268], [5.967, 0.350, 0.512], [6.937, -1.019, 2.311], [6.087, 0.346, 2.996], [5.613, -1.814, 4.174], [4.197, -0.953, 3.614], [5.391, -4.727, 1.896], [5.919, -4.228, 3.498], [6.649, -3.501, 2.102], [2.668, -2.761, 3.634], [3.898, -3.768, 4.364], [3.063, -4.333, 2.916], [3.988, -2.049, -1.603], [4.881, -0.527, -1.620], [3.316, -0.594, -0.844], [6.452, -9.709, -0.161], [6.820, -8.392, 0.567], [8.053, -7.767, -0.115], [9.327, -8.561, 0.145], [9.557, -8.752, 1.639], [8.333, -9.280, 2.421], [7.042, -8.636, 2.026], [6.976, -7.431, 2.657], [8.200, -10.812, 2.253], [8.655, -9.120, 3.935], [5.586, -7.489, 0.306], [6.050, -9.501, -1.158], [7.301, -10.368, -0.335], [5.688, -10.265, 0.388], [8.199, -6.740, 0.239], [7.890, -7.692, -1.196], [9.291, -9.533, -0.358], [10.180, -8.030, -0.287], [10.410, -9.422, 1.784], [9.861, -7.782, 2.053], [7.293, -11.182, 2.740], [9.046, -11.332, 2.714], [8.191, -11.144, 1.217], [8.908, -8.090, 4.200], [9.519, -9.729, 4.215], [7.813, -9.437, 4.557], [4.687, -7.914, 0.762], [5.396, -7.392, -0.767], [5.715, -6.472, 0.685]],
  "forces_ev_per_angstrom": [[0.9, 1.0, -0.3], [-0.6, -0.3, 1.5], [0.5, -0.5, 1.3], [1.1, -0.2, -0.3], [-0.5, -0.9, 1.0], [1.6, -2.0, -1.1], [0.6, -2.8, 1.8], [-2.8, -0.5, 3.6], [-1.3, 1.7, 0.5], [0.8, 2.1, -1.8], [2.6, 0.3, -3.1], [0.6, -0.4, 0.0], [0.4, 0.0, 1.1], [-0.8, 1.5, -1.7], [-0.9, -0.8, 0.6], [3.4, 2.6, -1.3], [3.0, -0.6, 0.0], [2.2, 0.2, -2.6], [-1.6, 1.5, -3.4], [-2.8, -0.1, 0.3], [-0.7, 1.5, -0.5], [0.7, 0.2, 1.0], [-1.4, 1.9, 3.7], [-2.1, 2.6, -0.2], [-1.1, 1.6, -2.6], [1.8, -2.0, -4.0], [1.7, -2.5, 0.7], [1.0, -1.3, 2.9], [-2.6, -0.5, 3.2], [0.6, -0.5, 2.2], [0.0, -0.6, -1.1], [-0.5, 1.7, 3.9], [0.0, 0.3, -1.6], [-1.0, -1.6, -0.1], [-1.3, 0.9, 0.5], [1.2, -0.8, -1.3], [1.3, 0.0, -1.0], [-0.2, -1.7, 1.4], [-1.3, -0.1, 1.5], [0.1, -0.6, -0.3], [0.6, 0.7, -0.2], [0.0, -1.1, -0.2], [1.1, 0.3, -1.7], [-0.6, 0.8, -1.8], [-0.3, 1.2, -1.6], [-0.7, 0.4, 1.5], [-0.2, -1.3, 1.1], [-1.8, 0.2, -0.3], [-1.1, 1.3, 0.0], [-0.4, 0.7, -1.9], [0.6, -0.7, -1.9], [1.2, -1.7, -0.3], [0.6, -1.0, 1.4], [-1.4, -0.2, 1.6], [-0.3, 0.1, 0.1], [0.3, 1.6, -1.3], [-0.2, -0.2, 0.2], [-0.1, 0.1, 0.0], [0.3, -0.2, -0.4], [-1.7, 0.7, 1.3], [1.4, -4.1, -0.6], [-1.1, 2.2, 0.0], [-0.2, 0.2, -0.2], [0.8, -0.2, -0.3], [0.1, -0.6, 0.5], [0.1, -0.2, 0.1], [0.0, 0.0, 0.1], [0.0, -0.1, 0.0], [0.1, 0.1, 0.2], [0.2, 0.2, 0.2], [0.1, 0.0, 0.0], [0.0, 0.1, 0.0], [0.1, 0.1, 0.3], [0.1, 0.1, 0.1], [0.0, -0.1, -0.1], [0.2, -0.2, -0.1], [0.1, 0.0, 0.0], [0.1, 0.2, -0.1], [0.0, 0.2, -0.3], [0.0, 0.0, -0.1], [-0.1, -0.1, 0.0], [-0.3, 0.0, 0.1], [-0.2, 0.1, 0.2], [0.2, -0.1, 0.2], [1.3, 0.2, -1.6], [-0.1, -0.1, 0.3], [0.1, -0.1, 0.0], [-0.2, 0.5, -0.3], [0.9, -1.6, 1.3], [-3.1, 2.9, 1.2], [2.0, -1.4, -0.5], [0.4, 0.1, -0.1], [-0.5, 0.4, -0.5], [-0.6, -0.1, 0.4], [-0.3, 0.0, 0.1], [-0.1, -0.1, 0.0], [0.0, 0.1, 0.1], [-0.1, -0.2, -0.1], [-0.1, -0.2, -0.2], [0.0, 0.0, -0.1], [0.0, -0.1, 0.0], [-0.1, -0.2, -0.1], [0.0, -0.2, -0.1], [0.0, 0.2, 0.0], [-0.2, 0.1, -0.1], [-0.1, 0.0, -0.1], [0.1, -0.1, -0.2], [0.3, 0.1, -0.2], [0.1, 0.1, 0.0], [0.0, 0.0, 0.1], [0.2, -0.2, 0.3], [0.1, -0.2, 0.1], [0.2, -0.3, 0.0], [-1.1, -0.6, -1.7], [0.3, 0.0, 0.3], [0.0, -0.1, 0.0], [-0.1, 0.5, -0.2], [0.9, -1.9, 0.8], [1.3, 4.1, 0.9], [-0.4, -2.3, -0.8], [0.0, -0.2, -0.3], [-0.5, 0.7, -0.1], [0.2, 0.3, 0.7], [0.0, 0.2, 0.2], [0.0, 0.0, 0.1], [0.1, 0.1, 0.0], [-0.1, -0.1, 0.1], [-0.2, -0.1, 0.1], [-0.1, 0.0, 0.0], [0.0, -0.1, 0.0], [-0.2, -0.1, 0.2], [-0.2, -0.1, 0.1], [0.0, 0.1, -0.1], [-0.1, 0.3, 0.0], [-0.1, 0.1, 0.0], [-0.2, -0.1, -0.1], [-0.1, -0.1, -0.3], [0.0, 0.1, -0.1], [0.1, 0.0, 0.0], [0.2, -0.2, 0.1], [0.1, -0.2, 0.1]],
  "multiplicity": 4,
  "energy_ha": -7869.7302,
  "charge": 0
}